(1)
104
Properties=species:S:1:pos:R:3:mulliken_charge:R:1 method="wB97M-V/def2-TZVPD" spin_multiplicity=1 total_charge=+3 total_energy_ev=-104071.3429
H -6.737 -1.513 -1.231 0.50
C -0.280 2.067 -1.546 -0.09
H 3.266 3.720 3.104 0.52
C -3.702 1.172 -2.980 -0.36
O -1.748 -2.915 3.551 -0.59
C -0.212 0.305 2.598 -0.54
H -0.826 5.139 -0.196 0.50
C -1.420 -4.225 -0.612 -0.36
O 2.917 -2.645 -0.513 -0.53
C 0.056 -5.739 -1.717 -0.70
C -3.901 -0.875 0.527 0.42
C 0.929 0.152 -2.773 -0.96
H 1.764 -2.006 -2.054 0.72
N -3.619 -0.398 1.785 0.48
C 5.607 7.548 2.165 -0.09
O -1.592 -2.592 1.448 -0.19
C 1.122 -2.283 1.550 1.37
N -1.027 1.287 -0.739 2.43
H -2.657 -2.308 -2.122 0.39
C -5.687 -1.482 -0.974 -0.82
C 0.345 -2.692 2.667 -0.62
C 4.357 5.525 2.738 -0.80
C -2.454 -0.166 2.489 0.55
C 2.045 2.204 0.873 -0.97
H 1.677 0.128 -1.992 -0.11
C -0.918 -1.081 -3.742 -1.70
N 1.832 1.009 0.350 0.44
C -2.078 -0.128 -3.917 0.07
C 2.272 -2.999 4.039 -0.97
H -2.036 -0.249 -6.069 0.57
H 0.634 0.783 4.495 0.67
H 1.434 -0.015 -3.731 0.48
H 4.626 4.302 -0.918 0.50
C -3.616 1.013 -5.347 -0.78
C 0.844 -2.177 -2.605 -2.06
C 4.549 4.648 0.104 -0.43
C 5.023 6.296 1.787 0.52
N 6.057 8.561 2.464 -0.42
H -0.410 1.629 -3.590 0.41
C 3.954 1.656 -0.036 -1.75
H -4.142 1.550 -2.062 0.42
N -2.958 -1.283 -0.343 1.98
H 1.484 -4.759 -2.998 0.60
H 1.161 2.208 -3.087 0.87
N -2.662 0.350 -2.832 0.77
H -4.442 -0.327 2.364 0.34
H -2.572 1.357 0.645 0.09
H -1.313 -2.101 -3.774 0.81
C -2.575 -0.020 3.875 -1.48
N -1.281 -0.050 1.851 1.43
H 0.467 4.017 -1.999 0.64
C 3.042 0.660 -0.213 -0.46
H -2.501 3.741 1.055 0.63
H -1.549 -6.341 -0.406 0.54
H -0.286 -0.967 -4.629 0.58
H 4.302 5.867 3.762 0.47
C -1.833 1.941 0.126 -0.35
H -4.992 -2.526 -2.742 0.57
H -3.537 -0.162 4.349 0.60
C -1.821 3.299 0.341 -1.14
C 2.518 -2.495 1.724 -0.81
C 3.777 4.325 2.366 -0.22
C -0.182 3.444 -1.352 -0.66
H 0.278 -3.266 4.736 0.75
H 0.412 -6.740 -1.918 0.51
C -1.023 -5.519 -0.869 -1.15
H 5.625 6.465 -0.266 0.47
C -3.408 -1.886 -1.479 -0.99
Ti -0.864 -0.982 -0.308 1.12
O 0.602 -1.675 0.497 0.73
N 3.305 2.639 0.662 0.28
O 2.072 -3.228 6.304 -0.58
C -1.461 0.278 4.624 -0.94
H -3.987 1.262 -6.332 0.48
N 2.861 -3.194 5.386 1.07
C 3.877 3.889 1.053 0.33
C -0.256 0.486 3.959 -1.10
C -4.216 1.535 -4.210 -1.10
C 0.196 -3.374 -2.004 0.60
C 3.088 -2.801 2.941 -0.26
C 0.655 -4.645 -2.313 -0.96
C 0.910 -3.016 3.894 -0.43
O 4.576 -2.161 0.774 -0.57
H 4.987 1.727 -0.331 0.60
H 1.306 2.788 1.399 0.74
C 0.346 1.543 -2.804 -1.62
H 0.704 0.447 2.042 0.17
N -0.800 -3.151 -1.138 1.12
H 1.127 -2.386 -3.641 0.86
N 3.417 -2.413 0.579 0.93
C -2.526 0.171 -5.200 -0.86
C -5.269 -0.924 0.206 -1.31
H -5.990 -0.524 0.906 0.61
H -5.057 2.210 -4.279 0.51
N -0.013 -0.973 -2.542 1.37
H 4.164 -2.894 3.031 0.71
C 5.115 5.856 0.467 -0.89
N -1.079 -2.743 2.571 0.95
H -2.269 -4.036 0.026 0.58
O 4.064 -3.268 5.437 -0.57
C -4.720 -2.022 -1.826 -1.27
H -1.525 0.345 5.702 0.50
H 3.205 -0.280 -0.709 0.86
C -0.918 4.075 -0.372 -1.21

***

(2)
13
Properties=species:S:1:pos:R:3:mulliken_charge:R:1 method="wB97M-V/def2-TZVPD" spin_multiplicity=1 total_charge=0 total_energy_ev=-11648.1838 de_lowest_kj_mol=420.8
N -0.236 1.616 0.270 -0.43
N 0.946 0.760 -1.529 -0.73
H 0.366 2.428 0.188 0.28
C -0.840 -0.745 -0.541 0.74
H -0.442 1.364 1.230 0.26
N 0.875 -1.244 1.999 -0.49
C 0.178 0.574 -0.521 0.17
H 1.148 -0.122 -2.007 0.28
N 0.894 -1.205 0.785 0.15
N -0.502 -1.756 0.117 -0.45
O -2.012 -0.407 -1.086 -0.46
H -2.004 0.533 -1.332 0.38
H 1.630 -1.796 2.427 0.29

***

(3)
8
Properties=species:S:1:pos:R:3:mulliken_charge:R:1 method="wB97M-V/def2-TZVPD" spin_multiplicity=1 total_charge=0 total_energy_ev=-27906.7049 smiles="ClP1N=NCO1" de_lowest_kj_mol=96.9
N 0.805 -1.152 0.464 -0.21
O 0.012 0.582 -0.994 -0.29
H -1.378 0.912 0.687 0.28
P 1.417 -0.241 -0.780 0.39
Cl 2.361 1.068 0.433 -0.19
N -0.537 -0.840 0.803 -0.18
C -0.956 0.158 -0.023 -0.04
H -1.725 -0.487 -0.591 0.24

***

(4)
40
Properties=species:S:1:pos:R:3:mulliken_charge:R:1 method="wB97M-V/def2-TZVPD" spin_multiplicity=1 total_charge=0 total_energy_ev=-29044.0594 smiles="CC(=O)OCCCCNC(=O)OCN.O=C1OCCO1" de_lowest_kj_mol=0.0
O -3.638 -2.332 -1.340 -0.35
H -1.861 1.188 0.465 0.39
H 2.252 5.783 1.707 0.29
O -4.150 -1.862 0.827 -0.55
H 3.453 -0.927 0.869 0.31
O 4.152 -0.821 -2.039 -0.59
H -2.571 -0.232 -1.317 0.35
C -0.843 -0.652 0.923 -0.93
O -0.012 2.217 1.492 -0.41
H 2.044 4.977 -0.961 0.30
H 2.604 -2.332 0.301 0.29
N -2.867 -4.317 -0.270 -0.58
H -1.134 -1.545 1.467 0.48
H 3.152 4.373 1.109 0.27
H -0.223 -0.079 1.594 0.65
C 1.137 -0.069 -0.539 -0.81
H 0.754 0.880 -0.894 0.21
N -2.975 -0.327 -0.400 -0.13
C 2.161 4.817 1.218 -0.37
H 0.645 5.657 -0.104 0.27
C 3.419 -1.659 0.071 -0.96
C -3.595 -1.547 -0.216 0.43
H -2.449 -3.960 0.576 0.22
H -2.932 -3.939 -2.279 0.33
H -1.692 -3.019 -1.465 0.15
C 1.402 4.872 -0.091 -0.30
C -2.130 0.165 0.675 -0.96
H 4.358 -2.185 0.055 0.34
H -0.616 -1.014 -1.230 0.34
C -0.032 -1.006 -0.318 -0.20
H 0.347 -2.018 -0.211 0.23
H -2.380 -5.172 -0.491 0.25
C -2.711 -3.394 -1.373 -0.07
O 1.347 3.936 2.004 -0.36
O 1.981 -0.560 -1.592 -0.35
H 1.685 0.125 0.373 0.50
C 3.228 -0.968 -1.252 0.72
C 0.630 3.161 1.164 0.62
H -2.686 0.187 1.600 0.33
O 0.744 3.598 -0.109 -0.32